Record 1
{"formula": "C40H43N6O5PSe2W", "method": "ωB97M-V with the def2-TZVPD basis set", "species": ["H", "H", "C", "C", "H", "C", "C", "H", "H", "C", "C", "W", "C", "H", "H", "H", "C", "N", "H", "H", "O", "H", "H", "H", "N", "C", "H", "C", "C", "H", "P", "C", "H", "H", "H", "C", "C", "H", "H", "C", "H", "C", "H", "H", "Se", "H", "C", "C", "C", "C", "H", "Se", "C", "O", "C", "C", "H", "C", "H", "H", "C", "C", "H", "H", "C", "C", "C", "C", "N", "H", "H", "H", "C", "C", "C", "O", "H", "H", "C", "C", "H", "N", "H", "N", "N", "O", "H", "H", "H", "C", "C", "C", "H", "H", "C", "O", "C", "H"], "xyz": [[1.915, 2.726, 3.708], [3.519, 0.226, 4.007], [-4.972, 0.088, -0.765], [1.593, -5.939, 0.852], [2.305, -6.753, 0.940], [-2.146, -1.373, -1.771], [-0.985, 1.508, -2.880], [4.735, 0.849, 2.011], [-4.959, -0.594, 0.079], [1.241, 2.353, 1.385], [-1.585, 4.618, 1.234], [-0.843, 0.405, -0.004], [2.048, -4.622, 0.830], [-6.228, -1.156, -1.976], [-0.930, -3.037, 0.606], [3.352, 1.656, -0.691], [-5.676, 0.659, -2.995], [-1.363, 0.633, -2.077], [-3.718, 3.107, -1.685], [-3.849, 1.088, 1.437], [0.746, 3.003, 2.313], [3.048, 0.668, 1.591], [2.314, 4.024, 0.567], [3.749, -1.294, -1.271], [2.046, 1.737, 3.852], [-0.218, -3.844, 0.663], [3.560, 3.429, 2.465], [3.477, -1.936, 0.757], [-5.677, -0.221, -1.914], [-1.017, 1.244, -3.933], [1.625, -1.762, 0.862], [-3.749, -4.759, -1.548], [6.030, -2.812, 2.849], [-6.229, 0.415, -3.897], [-1.737, -5.365, 0.645], [0.235, -6.213, 0.772], [-4.969, 1.857, -2.908], [0.092, -0.742, 3.491], [-2.135, -2.477, -4.211], [-3.655, -5.201, -2.860], [-0.120, -7.240, 0.785], [-0.610, 3.198, -1.132], [4.073, 1.877, 4.195], [3.575, -2.677, 2.781], [-1.496, -0.270, 2.206], [4.589, 3.011, 1.097], [3.401, 1.240, 3.621], [0.925, 1.044, 3.786], [-0.670, -5.159, 0.683], [2.487, 2.959, 0.666], [-0.220, 2.645, 3.514], [1.049, -0.877, -1.142], [-3.259, -3.506, -1.198], [-0.919, 2.314, -0.235], [-4.270, 2.173, -1.756], [5.534, -2.458, 1.952], [-1.046, 1.183, 3.547], [-3.082, -4.382, -3.826], [-1.447, 3.670, 1.734], [-3.343, -3.145, -0.176], [0.150, 5.392, -1.737], [-0.562, 2.830, -2.475], [-0.131, 3.427, -4.483], [-2.459, 4.574, 0.582], [3.672, 2.732, 1.621], [-3.577, 1.635, 0.555], [-4.253, 1.296, -0.655], [3.745, 1.293, 2.145], [0.940, -0.289, 3.791], [-3.008, -4.721, -4.852], [2.910, 3.095, -1.336], [6.217, -1.466, -1.214], [4.246, -1.611, -0.361], [-0.134, 3.736, -3.440], [1.152, -3.555, 0.726], [-1.948, -1.115, -0.519], [0.407, 6.396, -1.413], [-4.026, -6.183, -3.128], [6.286, -2.121, 0.831], [-0.314, 4.517, -0.775], [7.366, -2.201, 0.852], [2.652, 2.383, -0.663], [-4.204, -5.390, -0.794], [-0.241, 1.698, 3.863], [-1.868, -0.500, -2.673], [0.896, 1.139, 1.033], [-1.736, 5.401, 1.971], [1.794, -0.752, 3.537], [0.617, 5.713, -3.813], [4.148, -2.362, 1.910], [-2.592, -3.132, -3.478], [5.636, -1.705, -0.326], [-3.241, 2.645, 0.698], [3.113, -4.442, 0.885], [0.261, 5.007, -3.071], [-0.413, 4.994, 0.481], [-2.674, -2.696, -2.158], [-4.968, 2.546, -3.749]], "forces_ev_per_a": [[0.1, -0.1, 0.2], [-0.1, 0.0, 0.1], [-0.1, -0.1, -0.1], [0.0, 0.1, 0.0], [0.0, 0.1, 0.0], [0.0, -0.3, -0.7], [0.9, 2.5, -1.5], [0.0, 0.1, -0.1], [0.0, 0.0, -0.1], [-0.2, 0.1, -0.6], [0.3, 0.4, -0.2], [1.9, 0.7, 1.7], [-0.1, 0.0, -0.1], [0.1, 0.1, 0.0], [-0.1, 0.2, 0.0], [0.0, -0.2, 0.0], [0.0, 0.0, 0.0], [-0.8, -2.4, 1.4], [-0.1, 0.0, 0.0], [0.2, -0.2, 0.2], [0.9, 2.0, -3.7], [0.0, -0.2, 0.0], [-0.2, 0.2, 0.0], [0.1, 0.0, 0.0], [1.4, -0.1, 1.1], [0.2, -0.3, 0.0], [0.1, -0.1, -0.2], [0.0, 0.1, -0.1], [0.1, -0.1, 0.1], [-0.1, 0.2, -0.1], [0.8, -0.7, -0.1], [0.0, 0.1, 0.1], [-0.1, 0.0, 0.0], [0.1, 0.0, 0.1], [0.2, 0.1, 0.0], [-0.1, 0.1, 0.0], [0.1, 0.1, 0.0], [-0.1, -0.3, -0.1], [0.0, -0.1, 0.0], [0.0, 0.1, 0.0], [0.0, 0.1, 0.0], [0.1, 0.3, -1.0], [0.1, 0.0, 0.0], [0.0, 0.1, 0.0], [-2.1, -1.3, -2.1], [0.0, 0.0, 0.0], [-0.5, -0.2, -0.1], [-1.1, -0.3, 1.0], [0.0, 0.1, 0.0], [-0.4, -0.8, 0.1], [0.0, -0.4, 0.4], [-0.2, -0.4, 0.4], [-0.2, -0.1, 0.3], [-0.4, -0.1, 1.3], [0.1, 0.1, -0.2], [0.0, 0.0, -0.1], [-0.2, -0.2, 0.2], [0.1, 0.1, 0.0], [0.1, -0.2, 0.0], [0.1, -0.1, -0.1], [0.1, 0.1, -0.2], [0.1, -0.1, -0.6], [0.1, 0.1, 0.1], [0.0, 0.1, -0.1], [0.0, 0.3, -0.1], [-1.1, 0.0, -0.3], [0.1, 0.1, 0.2], [0.6, -0.1, 0.0], [0.9, 0.1, 0.8], [0.0, 0.0, 0.0], [0.0, -0.1, 0.1], [-0.1, 0.0, 0.1], [0.0, 0.0, 0.1], [0.1, 0.2, -0.4], [-0.1, 0.0, 0.0], [-1.3, -1.1, 0.4], [0.0, -0.1, -0.1], [0.0, 0.0, 0.0], [-0.1, 0.0, -0.1], [0.0, 0.3, -0.3], [-0.1, 0.0, 0.0], [0.0, 0.4, 0.0], [0.0, 0.0, 0.0], [0.3, -0.5, 2.3], [-0.3, -0.3, -0.7], [0.2, 1.6, 0.2], [0.1, 0.1, 0.0], [0.0, 0.0, -0.1], [-0.1, -0.1, 0.1], [-0.1, 0.0, 0.0], [0.0, 0.0, -0.1], [0.0, 0.0, 0.0], [0.3, 0.0, 0.0], [0.0, 0.0, 0.0], [0.0, 0.0, -0.1], [-0.5, -0.1, 0.8], [0.0, 0.1, 0.0], [0.0, -0.1, 0.1]], "s2": 2.05, "e_homo_ev": [-6.499, -7.312], "multiplicity": 3, "e_above_lowest_kj_mol": 153.4, "molar_mass_g_mol": 1060.6}



Record 2
{"formula": "C40H44BiBrN8O2PS2", "method": "ωB97M-V with the def2-TZVPD basis set", "species": ["C", "Br", "H", "C", "H", "C", "H", "C", "H", "H", "H", "O", "C", "N", "H", "C", "C", "H", "C", "N", "C", "H", "C", "C", "C", "N", "C", "H", "H", "C", "N", "N", "C", "C", "H", "C", "C", "H", "C", "C", "C", "C", "C", "S", "H", "H", "H", "H", "H", "H", "C", "H", "H", "H", "C", "H", "H", "C", "H", "C", "P", "H", "C", "C", "C", "C", "N", "H", "S", "H", "H", "H", "H", "H", "Bi", "C", "H", "C", "H", "H", "H", "C", "C", "H", "H", "C", "C", "H", "H", "H", "C", "O", "N", "H", "C", "H", "C", "N", "H"], "xyz": [[-3.707, -2.010, 2.828], [0.906, 3.175, 7.187], [2.498, -2.853, -2.689], [-0.971, 4.008, -1.783], [-1.565, -3.013, 3.938], [1.577, -4.719, -5.365], [5.816, -0.506, -1.681], [-0.994, -1.185, 2.869], [3.164, -3.309, -5.028], [3.524, -7.427, 0.391], [1.861, -4.913, -6.392], [-2.462, 0.092, -0.789], [4.113, -5.523, 1.195], [-1.992, -0.370, 2.155], [-1.213, -1.654, 5.002], [2.678, 0.721, -0.982], [-2.601, 0.583, 3.081], [-2.584, -1.958, 0.929], [-2.686, 5.630, -1.701], [1.609, 1.319, -1.603], [-0.992, 3.727, 3.554], [-0.747, -5.596, -3.049], [1.942, -3.565, -3.288], [1.851, 1.597, 2.225], [0.112, -5.109, -3.495], [-3.099, -1.614, 4.104], [0.841, -4.212, -2.729], [-3.674, 2.769, -0.320], [-2.240, 6.061, -0.802], [2.688, -3.668, 0.628], [-1.913, 2.930, -1.427], [-3.663, 4.617, -1.312], [4.887, -0.561, 0.236], [-4.236, 4.047, -2.535], [-2.735, 5.279, -4.297], [0.469, 3.079, 5.333], [2.310, -3.818, -4.599], [-4.327, 0.052, 4.328], [-0.653, 3.803, 4.863], [3.294, -6.370, 0.456], [-0.232, 2.954, 2.583], [-2.961, 3.550, -0.594], [1.234, 2.372, 4.475], [0.323, -1.892, -0.771], [2.906, 1.867, 2.386], [2.116, 1.854, 4.837], [-1.826, 1.296, 3.445], [-1.225, 4.416, 5.548], [4.984, -5.918, 1.704], [-3.233, 1.604, -2.338], [-1.672, -1.932, 4.050], [1.526, -6.527, -0.751], [-0.099, -6.056, -5.409], [2.435, -2.616, 0.686], [2.177, -5.867, -0.190], [-0.561, -1.883, 2.150], [-0.142, 3.596, -2.339], [3.806, -4.174, 1.282], [-3.193, 6.429, -2.248], [1.720, 1.612, -2.873], [0.386, -3.875, -0.987], [-0.550, 4.424, -0.864], [2.674, 0.443, 0.430], [-3.040, -1.266, 1.638], [3.854, 0.396, -1.707], [2.865, 1.370, -3.658], [1.588, 0.785, 1.270], [5.709, -1.070, 0.723], [-1.200, -4.907, -0.435], [0.844, 1.968, -3.399], [-4.965, 3.281, -2.266], [-3.743, -0.664, 1.065], [-4.777, -1.794, 2.876], [4.437, -3.510, 1.862], [-0.805, 0.825, -0.080], [3.919, 0.749, -3.070], [-1.462, 4.054, -4.366], [0.914, 2.291, 3.100], [-3.344, 1.179, 2.542], [2.875, 1.649, -4.702], [-2.815, 0.129, 5.219], [4.946, -0.257, -1.087], [1.868, -4.511, -0.110], [-4.755, 4.837, -3.084], [-2.502, 3.938, 0.315], [-2.239, 4.486, -3.730], [-3.258, -0.173, 4.266], [4.816, 0.514, -3.632], [-1.826, 4.273, 3.130], [-3.597, -3.090, 2.714], [0.479, -5.360, -4.813], [-0.577, 2.999, 1.364], [-1.623, 5.075, -2.538], [-1.781, 1.922, -3.268], [3.754, -0.198, 0.986], [-0.191, -0.534, 3.224], [-2.543, 2.391, -2.642], [-3.216, 3.451, -3.399], [3.712, -0.439, 2.041]], "forces_ev_per_a": [[0.0, 0.0, -0.1], [0.0, 0.0, -0.1], [0.0, 0.0, 0.0], [-0.1, 0.1, 0.4], [0.0, 0.0, 0.0], [0.0, 0.0, 0.0], [0.0, 0.0, 0.0], [0.1, -0.1, 0.1], [0.0, 0.0, 0.0], [0.0, 0.0, 0.0], [0.0, 0.0, 0.0], [0.4, 0.7, 0.0], [0.0, 0.0, 0.0], [0.4, 0.0, -0.1], [-0.1, 0.0, 0.0], [0.1, 0.2, 0.1], [0.4, 0.7, 0.5], [0.1, 0.0, 0.0], [0.0, 0.1, 0.1], [0.4, -0.1, 0.1], [0.4, -0.3, -0.9], [0.0, 0.0, 0.0], [0.0, 0.0, 0.0], [0.4, 0.0, -0.2], [0.0, 0.0, 0.0], [-0.1, -0.1, 0.0], [0.0, 0.0, 0.0], [0.0, 0.0, 0.0], [0.0, 0.0, 0.0], [0.0, 0.0, 0.0], [0.5, 0.4, 0.2], [-0.1, 0.0, 0.0], [0.0, 0.0, 0.0], [-0.1, 0.0, 0.0], [0.0, 0.0, 0.0], [-0.7, 0.7, 0.4], [0.0, 0.0, 0.0], [0.0, 0.0, 0.0], [0.3, -0.2, 0.5], [0.0, 0.0, 0.0], [-0.1, 0.7, 1.1], [-0.3, -0.3, 0.1], [0.5, -0.3, -0.7], [0.5, 0.1, -0.1], [0.0, 0.0, 0.1], [0.0, 0.0, 0.0], [-0.5, -0.6, -0.2], [0.0, 0.0, 0.0], [0.0, 0.0, 0.0], [0.0, 0.0, 0.0], [0.1, 0.0, -0.1], [0.0, 0.0, 0.0], [0.0, 0.0, 0.0], [0.0, 0.0, 0.0], [0.0, 0.0, 0.0], [0.0, 0.0, 0.0], [0.2, -0.1, -0.4], [0.0, 0.0, 0.0], [0.0, 0.0, 0.0], [0.0, -0.5, -0.2], [-0.4, 0.1, 0.3], [-0.1, -0.1, 0.1], [0.1, -0.4, 0.2], [0.0, -0.1, 0.0], [0.0, 0.0, 0.1], [0.0, 0.0, 0.0], [0.2, 0.8, -0.1], [0.0, 0.0, 0.0], [0.1, -0.1, 0.0], [-0.2, 0.3, 0.2], [0.0, 0.0, 0.0], [0.0, 0.0, 0.0], [0.0, 0.0, 0.0], [0.0, 0.0, 0.0], [-2.2, -0.7, -0.3], [0.1, 0.0, -0.1], [0.0, 0.0, 0.1], [-0.2, -0.4, 0.2], [0.1, -0.1, -0.1], [0.0, 0.0, 0.0], [0.0, -0.1, -0.1], [0.0, 0.0, 0.0], [0.1, 0.1, 0.0], [0.0, 0.0, 0.0], [0.1, 0.0, -0.1], [0.0, 0.0, 0.0], [0.0, 0.1, 0.1], [0.0, 0.0, 0.0], [-0.1, 0.0, 0.2], [0.0, 0.0, 0.0], [0.0, 0.0, 0.0], [-0.3, -0.4, -0.8], [0.2, 0.1, -0.2], [0.1, 0.1, 0.0], [0.0, 0.0, 0.0], [0.0, 0.1, 0.0], [0.0, 0.0, -0.1], [-0.1, -0.1, -0.1], [0.0, 0.0, 0.0]], "charge": -1, "e_homo_ev": -4.855, "e_above_lowest_kj_mol": 115.3, "molar_mass_g_mol": 1052.8}